[1]
Below is a single C2H8N2O3 molecule in a non-equilibrium geometry, with properties calculated with wB97M-V/def2-TZVPD.

Results
- relative energy (zero: lowest compared OMol25 entry of this formula, charge and spin) (kcal/mol) = 70.6
- molar mass (g/mol) = 108.10
- HOMO-LUMO gap (eV) = 10.7
- structure (SMILES) = CO[C@@](N)(O)NO

```
! RIJCOSX wB97M-V def2-TZVPD def2/J DEFGRID3
* xyz 0 1
O -1.1903 -2.0994 -0.1972
O 1.4278 -1.2684 0.1262
O 0.6620 0.8447 0.8703
N -0.7736 -0.7929 0.6415
N 0.1960 -0.1311 -1.4073
C 0.3843 -0.4108 -0.0647
C 0.0002 2.0432 0.5348
H 1.1007 -0.1561 -1.8635
H 1.4619 -1.3442 1.0924
H 0.4040 2.8439 1.1636
H -1.5407 -0.2023 0.3309
H -0.8294 -2.8004 0.3738
H 0.1828 2.3424 -0.5054
H -0.4040 -0.8497 -1.7967
H -1.0817 1.9812 0.7012
*
```

[2]
Below is 2 unconnected molecules or ions with the total composition C2H8N2O3P in a non-equilibrium geometry, with properties calculated with wB97M-V/def2-TZVPD.

Results
- relative energy (zero: lowest compared OMol25 entry of this formula, charge and spin) (kcal/mol) = 14.4
- molar mass (g/mol) = 139.07
- HOMO-LUMO gap (eV) = 9.1

```
! RIJCOSX wB97M-V def2-TZVPD def2/J DEFGRID3
* xyz -1 1
P -1.5531 0.4112 -0.0929
O -1.5946 0.6152 -1.6092
O -2.9029 -0.3122 0.5747
O -1.3397 1.5981 0.8112
N 0.1655 -1.3450 1.3689
N -0.1856 -1.7617 -0.7926
C 2.2213 1.3895 -0.0432
C -0.2894 -0.8807 0.2811
H 2.6381 0.4967 0.1305
H -0.1870 -1.4178 -1.6946
H 1.2828 1.1954 -0.2849
H 0.0458 -0.8232 2.2342
H 2.6424 1.6461 -0.9374
H 2.4779 2.0980 0.6744
H -3.5852 -0.2260 -0.0355
H 0.1639 -2.6835 -0.5846
*
```

[3]
Below is 2 unconnected molecules or ions with the total composition C2H8N2S2, with properties calculated with wB97M-V/def2-TZVPD.

Results
- relative energy (zero: lowest compared OMol25 entry of this formula, charge and spin) (kcal/mol) = 5.2
- molar mass (g/mol) = 124.23
- HOMO-LUMO gap (eV) = 9.5
- structure (SMILES) = [H]/N=C/N.CSS

```
! RIJCOSX wB97M-V def2-TZVPD def2/J DEFGRID3
* xyz 0 1
S 3.6736 0.6020 -1.2383
S 2.6571 0.7814 0.5561
N -1.4935 -0.7805 0.2931
N -2.3737 1.2006 -0.5250
C -2.4754 -0.0055 0.0827
C 1.9351 -0.8625 0.7370
H 1.4714 -1.1667 -0.1978
H -1.8492 -1.5550 0.8465
H -3.2428 1.6388 -0.7636
H -3.4732 -0.2373 0.4528
H -1.4811 1.5806 -0.7824
H 2.7522 1.1872 -2.0136
H 1.2409 -0.7633 1.5634
H 2.6586 -1.6198 0.9892
*
```

[4]
Below is 2 unconnected molecules or ions with the total composition C2H8N3 in a non-equilibrium geometry, with properties calculated with wB97M-V/def2-TZVPD.

Results
- relative energy (zero: lowest compared OMol25 entry of this formula, charge and spin) (kcal/mol) = 170.1
- molar mass (g/mol) = 74.11
- HOMO-LUMO gap (eV) = 9.7

```
! RIJCOSX wB97M-V def2-TZVPD def2/J DEFGRID3
* xyz 1 1
N 0.2649 -0.0555 0.5878
N -0.6315 0.4124 -0.3852
N -1.9143 0.6637 0.2615
C -0.2636 -0.9505 -0.3181
C 2.2837 0.1833 -0.0757
H -2.1858 -0.0036 1.0345
H 2.3283 -0.7866 -0.6231
H -1.5796 1.4323 0.8369
H -2.6698 0.7680 -0.5668
H -0.9958 -1.6212 0.0595
H 0.4471 -1.4972 -1.0344
H 2.1119 1.1057 -0.6447
H 2.8046 0.3491 0.8677
*
```